No. 1
6
Properties=species:S:1:pos:R:3:forces:R:3:nbo_charge:R:1 method="wB97M-V/def2-TZVPD" spin_multiplicity=1 lumo_energy_ev=-0.814 relative_energy_kcal_mol=95.4 homo_lumo_gap_ev=8.681 homo_energy_ev=-9.4959 total_energy_ha=-550.6361
C -0.181021 -0.454010 0.430749 6.28 3.50 4.00 -0.41
C 0.526787 0.606411 1.082525 -4.90 -5.13 -3.29 -0.38
O 1.177626 2.948361 0.810739 1.14 2.24 -1.09 -0.89
S 0.377195 2.086294 1.624061 -0.33 -1.24 1.21 1.22
H 0.214866 -1.423934 0.198295 3.05 -1.07 1.94 0.21
H -0.824327 -0.892912 -0.192897 -5.25 1.71 -2.76 0.24


No. 2
7
Properties=species:S:1:pos:R:3:forces:R:3:nbo_charge:R:1 method="wB97M-V/def2-TZVPD" spin_multiplicity=1 lumo_energy_ev="-2.705 / -2.719" relative_energy_kcal_mol=132.5 homo_lumo_gap_ev="6.277 / 6.280" homo_energy_ev="-8.9812 / -8.9989" total_energy_ha=-948.7939
C -1.386401 0.172781 0.610267 -0.04 0.10 -0.60 -0.22
C -1.190310 0.778525 -0.391213 -0.06 1.69 -2.90 -0.25
O 2.062688 -0.624626 -0.428836 0.02 1.65 -0.17 -0.67
S 1.559689 -2.057129 -0.016909 -0.21 -0.25 0.48 0.35
S 1.863729 0.859048 0.257000 0.26 -1.34 -0.22 0.30
H -1.726934 -0.460226 1.338940 -0.24 -0.97 1.60 0.23
H -1.182458 1.331627 -1.369247 0.28 -0.88 1.82 0.26